1.
Entry from the OMol25 dataset: a structure of composition C8H7BrNO4S (the ωB97M-V functional and the def2-TZVPD basis).

Computed properties:
- relative energy (zero: lowest compared OMol25 entry of this formula, charge and spin) (kcal/mol) = 0.0

Structure (ORCA input):
```
! RIJCOSX wB97M-V def2-TZVPD def2/J DEFGRID3
* xyz -1 1
O 0.60926 -2.51597 3.13034
H -3.05591 0.68933 -0.91479
O 2.50592 1.33660 -0.49707
H -1.68344 -2.23644 1.68183
H 2.80189 -1.59186 1.20404
C 0.82910 -1.69295 2.25479
N 0.05245 -1.10252 1.36860
C 2.05070 -1.08615 1.73399
H 1.24116 -0.91566 -0.36648
C -2.27888 -0.16216 -0.96729
C -0.01513 1.94142 -0.61819
H 2.50209 -0.31770 2.43335
S 1.37542 1.35136 0.43826
Br -0.82830 3.53670 -0.02434
O 0.28687 0.47368 -2.37170
C 1.15755 -0.50347 0.64083
H -1.02330 1.64367 -3.62044
C -2.00077 -0.89451 0.08063
O -1.00959 2.26051 -2.77871
C -0.19205 1.53072 -1.91570
H -1.96427 -0.38585 -1.98273
C -1.36077 -1.35876 1.09079
*
```

***

2.
Entry from the OMol25 dataset: a structure of composition C31H30N6PS2Ta (the ωB97M-V functional and the def2-TZVPD basis).

Computed properties:
- relative energy (zero: lowest compared OMol25 entry of this formula, charge and spin) (kcal/mol) = 23.6

Structure (ORCA input):
```
! RIJCOSX wB97M-V def2-TZVPD def2/J DEFGRID3
* xyz 4 1
C -2.12170 -2.39101 1.35476
H 3.78415 2.49141 4.01774
H 5.94665 -3.32354 2.34623
H -4.62469 -0.40115 -2.01753
C -0.12082 -2.54696 2.61630
C 1.73021 1.88555 3.67618
H -1.01715 1.68703 2.02304
H 0.89834 -2.20752 2.73940
C 2.74080 0.24183 1.75390
H -6.46247 1.22696 -2.06553
H -3.72990 -3.66751 1.97832
H -2.46764 2.18086 0.69917
H 4.46457 -2.89949 0.40131
N -0.82976 -1.96353 1.56067
H 4.63976 -2.24896 2.82017
H -3.76462 -2.10830 0.18213
C -1.99025 -3.89627 3.20545
H 4.34212 -1.65300 -1.70349
Ta 0.17705 -0.53265 0.42997
H -0.95976 1.89195 3.75452
C -3.33461 1.96471 0.09360
C -4.36541 2.88602 0.02995
C -5.58645 1.42447 -1.46241
C 4.61002 -0.76540 0.37283
S 4.00831 0.70880 -2.06613
C 4.01986 -0.81501 -1.09011
C -1.56117 -0.06890 -3.18403
C 2.59278 -0.85767 -0.44240
C 5.44392 0.35983 0.90403
H -1.04748 0.26399 3.11598
H 5.69189 1.84211 2.36268
C -0.94813 -1.80671 -4.72639
H 2.29897 2.75953 -2.82684
H 0.83554 2.39059 -2.00016
N 1.72415 0.23258 -0.85819
C -1.44022 -2.39212 -2.44879
C 3.12745 1.85076 3.43996
C 5.19327 -2.14443 0.71847
H -1.12267 0.26941 -5.25158
H -0.68035 -2.11058 -5.73032
C -3.43126 0.76832 -0.62557
H -1.57289 -3.14996 -1.68518
C 2.36043 1.08537 -1.67632
H 6.45200 0.46927 0.52090
H -0.07167 -3.89608 4.23939
C 3.64794 1.05767 2.45027
N -2.79638 -1.83266 0.31063
C -1.69465 -1.03951 -2.17458
C -1.19068 -0.46187 -4.45719
H 6.26707 -1.61015 2.53842
H -0.91107 -3.81403 -3.95759
H 6.07583 -2.28037 0.08713
H -4.29910 3.81642 0.57714
C -2.71116 -3.35872 2.17381
C 0.88086 1.19521 2.87634
C -1.07375 -2.76985 -3.72629
H -1.80420 0.96985 -2.98733
S 1.44988 -2.29631 -0.32672
C 5.02500 1.10990 1.92367
H -2.43919 -4.64603 3.84585
C -0.61004 1.25357 2.94465
H -6.29844 3.32844 -0.78288
C -4.55581 0.50378 -1.42332
P -2.18795 -0.48893 -0.55251
C -0.65811 -3.47673 3.43407
N 1.37602 0.36036 1.87313
C 5.52925 -2.33050 2.18955
N 3.21311 -0.62034 0.84765
C -5.49010 2.61005 -0.73960
H 1.32349 2.51617 4.45505
N 1.79924 2.15797 -2.18358
*
```

***

3.
Entry from the OMol25 dataset: a structure of composition C26H53GaN2O9PS6 (the ωB97M-V functional and the def2-TZVPD basis).

Structure (ORCA input):
```
! RIJCOSX wB97M-V def2-TZVPD def2/J DEFGRID3
* xyz -1 1
H -7.18578 1.41688 -0.07911
O 3.62023 -0.44968 -0.17196
O 4.69253 -0.65243 -2.44919
H -4.49629 -1.07574 0.16873
H 8.17100 -0.63087 0.07647
H -0.67212 1.05670 -1.60927
N -7.44060 -0.84002 -3.84414
C -0.04300 -4.33692 -2.41979
H 11.60789 -1.33614 -2.60658
H -3.24996 6.64571 5.83265
H -8.62155 1.68916 1.90154
H -4.90814 -3.25010 1.33112
C -4.38977 8.15097 4.73193
C -7.69219 2.25899 1.84752
H -5.19387 2.80219 -0.40515
O 9.39204 -2.91670 -0.88806
H 13.84592 -2.10037 -1.38455
C 11.70658 -2.02926 -1.77292
H 13.38766 -2.19357 1.18687
S 10.32258 -1.84114 -0.65943
C 7.12899 -0.93599 0.16902
O -5.42829 6.35603 1.83668
C -3.31685 7.06139 4.82652
H -6.55566 1.93033 3.68351
O -7.44338 -2.83332 -2.81088
S -5.18606 -4.05174 -3.66652
H 4.99227 -3.11832 -1.33940
S 4.74747 -0.76721 -1.01294
H -3.10003 -1.56476 1.21135
H -6.67745 0.49369 2.63283
H 10.77764 -2.99756 1.37646
H 6.91637 -1.05884 1.23661
O -4.29419 2.91602 2.68690
H -4.09792 9.05361 5.27131
H 11.19679 -1.26562 1.46503
C -8.09046 -1.62280 -2.98218
C -4.49248 -4.34642 -1.98820
H -2.89818 5.32669 3.54748
S -4.21590 6.93085 2.36996
H -7.83409 3.05780 -0.18253
H -4.62679 -5.44889 -1.78877
H -7.89193 3.25203 2.26055
H -0.46312 -3.12585 -0.15146
H 6.64670 0.62503 -1.27610
C 1.74232 -2.51978 -2.30872
Ga -2.36163 -1.54257 -1.29857
P -2.08773 0.79679 -1.71605
C 5.33765 -2.40036 -0.59744
C 11.23717 -2.16354 0.84843
O -4.45758 0.81366 1.29711
C -5.20244 -3.59255 -0.80434
H -3.38133 -4.18532 -1.94101
H -3.42380 -4.06367 0.53360
C 6.19124 0.11922 -0.42441
H 7.32470 -3.09703 -0.05791
C 12.67144 -2.48600 0.41792
H 11.70375 -3.05800 -2.13617
C -4.61578 8.44453 3.24629
H 2.03814 -1.85783 -1.45430
H 4.94193 -2.65683 0.38661
H -0.34668 -2.28041 -3.17761
C -6.58042 1.57925 2.65283
S -5.04047 2.01194 1.84143
H 0.15094 -1.41729 -0.60245
N -6.32737 -1.48968 -4.27582
H 5.88397 0.85148 0.32063
H -2.34051 7.48142 4.56824
S -2.73837 1.22168 -3.52661
H -6.01396 -4.28102 -0.42744
O -3.05653 7.17007 1.54910
H -2.83882 -2.18185 -2.68691
C -6.33757 -2.67417 -3.64181
O 9.92126 -0.45649 -0.66473
H 13.02581 -0.68269 -0.72083
H -9.01601 -1.43953 -2.40998
C -3.71329 5.99886 3.80792
C 12.92920 -1.75647 -0.90431
H 2.09043 -2.12950 -3.29587
H 2.23550 -3.51451 -2.11536
H -5.65008 8.71631 3.04132
C 0.16680 -2.77148 -2.31293
H 0.57924 -4.84026 -1.63847
H -1.12125 -4.54390 -2.16409
H -5.31831 7.78685 5.18066
C -0.46333 -2.31036 -0.91695
H 12.77645 -3.56362 0.26507
C 6.85618 -2.25467 -0.55939
H 0.22275 -4.68510 -3.44805
H -5.65587 -2.61065 -1.07051
C -7.19458 2.39796 0.40464
H -3.94815 9.22741 2.88681
C -5.77465 2.94170 0.50625
C -4.22689 -3.29392 0.42974
H -4.57598 5.42669 4.15099
C -3.65840 -1.81291 0.27197
H 7.25199 -2.20374 -1.57481
H -2.68229 1.60314 -0.69047
H -5.77536 3.99496 0.79482
*
```

***

4.
Entry from the OMol25 dataset: a structure of composition C41H36BCsN4O2 (the ωB97M-V functional and the def2-TZVPD basis).

Structure (ORCA input):
```
! RIJCOSX wB97M-V def2-TZVPD def2/J DEFGRID3
* xyz -2 1
H 0.18955 0.00096 -7.41428
C 0.14519 -0.03878 -5.24784
H -4.46106 4.53850 -0.50436
N 0.04887 -0.02728 -2.96915
C -2.70637 -3.47712 2.32596
C 3.47867 -4.86431 1.42079
O 2.66408 -0.15969 0.53648
H -1.54148 -2.95892 4.69966
C 0.60616 -0.41359 -6.50426
H 5.16745 -0.47810 3.77851
C 1.71999 -1.50570 -4.11991
C -4.30933 -2.64710 -0.02534
H 4.52004 0.84616 -0.19759
H -0.95056 -4.24541 1.45659
C -2.45840 3.43676 -0.61498
C 1.63131 -1.83374 4.41319
H -2.16708 -0.07247 2.34333
H 5.50089 -2.25564 2.09775
H 2.08700 0.99282 2.62678
H -4.71774 -5.10473 4.52623
H -2.81764 5.68810 -0.41489
C -4.58121 -0.60228 1.17452
H -4.53471 -2.96273 3.32035
H 1.38082 -4.69910 0.98936
C 0.68514 -0.57618 -4.06111
C 2.25356 -2.79145 1.36924
H 8.21971 1.77376 1.81190
C 2.29113 -4.16640 1.23685
H -3.36573 4.85376 -2.15641
H -3.01062 -1.09192 3.52487
H -1.41466 1.42230 -5.38816
C 3.40382 -2.05579 1.68986
C 4.70247 0.11690 1.76559
C 4.62093 -4.15993 1.74099
H -5.79898 -3.09584 -1.49434
H -7.08501 -1.01663 -1.07347
C 2.49745 0.03621 2.95658
C 7.23966 1.30952 1.79827
C 4.58026 -2.77594 1.87385
C 1.37671 -0.80748 3.50288
C -2.91565 -5.91206 3.68347
C 2.17880 -1.87790 -5.36904
C -5.73678 -0.33488 0.44921
H 7.38377 0.56662 3.80754
C 5.18460 0.79892 0.65555
H -4.24490 0.13008 1.89553
C -2.51052 -2.10964 1.62495
C -1.85853 -5.68169 2.81511
H 3.50667 -5.94227 1.30820
N -1.81143 2.49956 -0.40823
H 0.73675 -3.39506 5.58219
C -6.18765 -1.22911 -0.50358
Cs 0.18892 -0.40782 0.31096
H 2.64629 -2.03098 4.73601
C 6.77002 0.63488 2.91561
H -1.10104 -6.44467 2.67210
H -1.48271 1.40887 -2.84639
H 5.56264 -4.68150 1.87772
C 5.51352 0.05009 2.89707
C -0.70302 -2.35291 4.38349
C -1.75977 -4.47512 2.13910
N 0.13676 -0.55782 3.07706
C -5.46405 -2.39300 -0.73902
C -0.82397 0.79854 -3.45058
H 6.79310 1.92082 -0.20732
B -3.33541 4.71580 -0.94074
C -0.88469 -1.33236 3.44970
H 2.98458 -2.59655 -5.44794
O -1.53282 -2.13012 0.71014
H -2.99291 -6.85304 4.21703
H -3.72132 -3.53401 -0.22626
C 0.57086 -2.59517 4.86886
H 1.31177 -2.28597 1.21903
C -3.88005 -4.92916 3.85951
H -6.26944 0.59270 0.62242
C -3.77520 -3.72498 3.18328
N -0.82446 0.84273 -4.82184
C 3.28854 -0.50937 1.66687
C 6.43877 1.38900 0.66874
C -3.84974 -1.76027 0.95055
H 2.14429 -1.90181 -3.20724
H 2.02041 -1.66163 -7.50077
C 1.63002 -1.34256 -6.54188
H 3.19233 0.22354 3.77628
C -2.20753 -1.07226 2.78123
*
```

***

In eV, the HOMO energy values for the records above are, in order, -3.8 -19.3 -3.4 -2.2.
In eV, the lowest unoccupied orbital energy values for the records above are, in order, 3.1 -14.1 1.4 3.8.